Record 1
Below is C35H26Cl2IN2O4Ta as an isolated structure, with properties calculated with ωB97M-V with the def2-TZVPD basis set.

Structure (XYZ):
```
71
Properties=species:S:1:pos:R:3:mulliken_charge:R:1
Ta 0.7614 1.1019 -0.7910 0.9095
C -1.9301 4.6568 -1.2530 -1.1756
C -1.7793 4.1710 0.1526 0.6079
N -2.6440 4.5887 1.0688 -0.5708
C -2.5184 4.2044 2.3388 -1.0786
C -1.5270 3.3594 2.8150 0.6413
C -1.5174 2.9393 4.2661 -0.8787
O -0.2303 3.0336 4.8648 -0.5294
C -0.6157 2.8746 1.8592 -0.0660
C 0.4910 2.0171 2.2298 -0.2109
N 1.1977 1.2881 1.4204 -0.0596
C 2.2841 0.5493 2.0134 0.5004
C 2.2366 0.0376 3.3080 -0.2683
C 3.3107 -0.6681 3.8228 -1.1575
C 4.4445 -0.8924 3.0562 -0.6988
C 4.5125 -0.4047 1.7608 -0.6412
C 3.4334 0.3093 1.2647 0.4254
I 3.6236 1.1098 -0.6532 0.1544
C -0.7624 3.3002 0.5395 0.6597
O 0.1438 2.8425 -0.3626 -1.0207
H -2.9544 4.9856 -1.4086 0.3958
H -1.2706 5.5078 -1.4349 0.3169
H -1.6711 3.8891 -1.9838 0.2074
H -3.2602 4.5973 3.0255 0.3979
H -2.2550 3.5248 4.8165 0.4582
H -1.8208 1.8932 4.3487 0.2941
H -0.0987 3.9262 5.2033 0.3087
H 0.7467 2.0394 3.2848 1.4774
H 1.3502 0.1632 3.9161 0.4599
H 3.2530 -1.0557 4.8306 0.4334
H 5.2775 -1.4502 3.4606 0.4460
H 5.3942 -0.5786 1.1595 0.4452
Cl -4.1231 0.6600 -6.3311 -0.1501
C -2.8096 0.7539 -5.2289 0.0232
C -1.5083 0.7907 -5.7214 -0.3561
C -0.4156 0.8656 -4.8605 0.2245
Cl 1.1832 0.8879 -5.4701 -0.1654
C -0.6591 0.9199 -3.5030 0.1458
O 0.3410 0.9699 -2.6012 -0.3503
C -1.9666 0.8661 -2.9905 0.9506
C -2.2059 0.8562 -1.5688 -0.1400
O -1.3417 0.9227 -0.6806 -0.6004
C -3.0530 0.7824 -3.8662 -1.1860
H -1.3375 0.7553 -6.7892 0.4793
H -3.2474 0.7871 -1.2418 0.4541
H -4.0675 0.7381 -3.4919 0.5308
C 2.4665 -5.5097 -1.9259 -0.4875
C 2.4383 -4.6324 -2.9999 -0.7752
C 2.0421 -3.3203 -2.8012 -0.5589
C 1.6408 -2.8864 -1.5357 0.1247
C 1.6914 -3.7739 -0.4548 -0.0130
C 2.1075 -5.0766 -0.6530 -0.8003
C 1.2130 -1.4936 -1.3914 -1.2127
C 0.4426 -0.9198 -0.4311 2.5250
C -0.4729 -1.6681 0.4611 -0.3301
C -1.3177 -2.6087 -0.1430 -0.3210
C -2.2373 -3.3226 0.6048 -0.9991
C -2.3320 -3.1151 1.9749 -0.5502
C -1.5118 -2.1781 2.5827 -1.0852
C -0.5988 -1.4520 1.8296 0.6159
H 2.7792 -6.5344 -2.0758 0.4200
H 2.7345 -4.9666 -3.9846 0.4278
H 2.0344 -2.6267 -3.6351 0.4255
H 1.4184 -3.4412 0.5374 0.4676
H 2.1552 -5.7602 0.1837 0.4394
H 1.6238 -0.8684 -2.1882 0.2432
H -1.2451 -2.7845 -1.2096 0.4860
H -2.8779 -4.0466 0.1190 0.4756
H -3.0411 -3.6815 2.5632 0.4588
H -1.5802 -2.0123 3.6501 0.4875
H 0.0329 -0.7368 2.3290 0.4928
```

Output
Net charge: +2
Relative energy (zero: lowest compared OMol25 entry of this formula, charge and spin) in kcal/mol: 17.16
Orbital gap in eV: 6.27

***

Record 2
Below is C35H26N3RuS2 as an isolated structure, with properties calculated with ωB97M-V with the def2-TZVPD basis set.

Structure (XYZ):
```
67
Properties=species:S:1:pos:R:3:nbo_charge:R:1
Ru -0.0128 -0.0766 -0.2030 0.6559
S -3.8624 -2.3598 -0.4776 0.4813
C -2.5973 -3.5045 -0.1298 -0.1343
C -2.6801 -4.8896 -0.0311 -0.2260
C -1.5272 -5.5852 0.2778 -0.1969
C -0.3173 -4.9157 0.4944 -0.1902
C -0.2347 -3.5403 0.3963 -0.2160
C -1.3905 -2.8358 0.0693 0.0765
N -1.5148 -1.4597 -0.0797 -0.3904
C -2.7338 -1.0796 -0.3426 0.1082
C -2.9173 0.3523 -0.4151 -0.1242
C -4.1387 1.0071 -0.5129 -0.1746
C -4.1690 2.3878 -0.4015 -0.2194
C -2.9898 3.0824 -0.1616 -0.1646
C -1.7707 2.4196 -0.0675 -0.2675
C -1.7101 1.0455 -0.2252 0.0218
H -3.6200 -5.4062 -0.1839 0.2349
H -1.5630 -6.6636 0.3644 0.2320
H 0.5657 -5.4870 0.7504 0.2293
H 0.6930 -3.0116 0.5768 0.2310
H -5.0550 0.4440 -0.6576 0.2226
H -5.1078 2.9226 -0.4732 0.2296
H -3.0215 4.1581 -0.0315 0.2266
H -0.8786 2.9909 0.1541 0.2195
C 2.8912 -0.7518 -2.1891 -0.6530
C 3.2399 -0.4078 -0.7745 0.3165
C 4.6126 -0.3290 -0.4502 -0.2776
C 5.0013 -0.0643 0.8250 -0.0630
C 4.0211 0.1286 1.8194 -0.1293
C 4.3652 0.3850 3.1654 -0.1508
C 3.3913 0.5762 4.1001 -0.1997
C 2.0414 0.5252 3.7187 -0.1657
C 1.6795 0.2765 2.4157 -0.2267
S -0.0141 0.1831 2.0013 0.1354
C 2.6687 0.0618 1.4313 0.2253
N 2.2869 -0.2026 0.1319 -0.5601
H 3.7114 -1.2968 -2.6518 0.2340
H 2.7308 0.1576 -2.7686 0.2501
H 1.9876 -1.3538 -2.2441 0.2277
H 5.3381 -0.4936 -1.2351 0.2353
H 6.0513 -0.0090 1.0918 0.2310
H 5.4148 0.4275 3.4352 0.2258
H 3.6476 0.7694 5.1331 0.2340
H 1.2653 0.6847 4.4589 0.2359
C -2.7176 -2.5006 -4.3070 -0.1927
C -1.6879 -3.0195 -3.5352 -0.1998
C -0.8465 -2.1664 -2.8329 -0.2150
C -1.0253 -0.7849 -2.9110 0.0742
C -2.0599 -0.2673 -3.6944 -0.1651
C -2.9027 -1.1247 -4.3812 -0.2196
N -0.1791 0.0777 -2.1667 -0.4611
C 0.4234 1.1519 -2.8361 0.1935
C 0.9205 2.2196 -2.0826 -0.2459
C 1.6116 3.2592 -2.6898 -0.1880
C 1.8231 3.2451 -4.0572 -0.1961
C 1.3455 2.1796 -4.8141 -0.1948
C 0.6512 1.1422 -4.2165 -0.2399
H -3.3743 -3.1660 -4.8547 0.2279
H -1.5365 -4.0907 -3.4736 0.2283
H -0.0333 -2.5635 -2.2432 0.2225
H -2.2142 0.8056 -3.7275 0.2247
H -3.7109 -0.7179 -4.9775 0.2284
H 0.7515 2.2390 -1.0121 0.2099
H 1.9741 4.0858 -2.0912 0.2270
H 2.3617 4.0547 -4.5343 0.2293
H 1.5294 2.1506 -5.8813 0.2294
H 0.3173 0.3017 -4.8123 0.2330
```

Output
Net charge: +1
Relative energy (zero: lowest compared OMol25 entry of this formula, charge and spin) in kcal/mol: 0.00
Orbital gap (spin up / spin down) in eV: 5.48 / 5.48

***

Record 3
Below is C35H27IrN3O3PS2 as an isolated structure, with properties calculated with ωB97M-V with the def2-TZVPD basis set.

Structure (XYZ):
```
72
Properties=species:S:1:pos:R:3:mulliken_spin:R:1
Ir 1.0778 -0.3458 -1.0162 -0.0196
O 2.8030 -0.2146 -2.6307 0.0063
C 2.5323 0.2443 -3.9660 0.0047
C 1.7592 -0.7780 -4.7846 -0.0005
C 0.5428 -1.3060 -4.0230 0.0007
C -0.4051 -0.1975 -3.7159 0.0025
C -1.2701 0.2922 -4.6846 -0.0013
C -2.1238 1.3339 -4.3810 0.0015
C -2.0962 1.8674 -3.1015 -0.0006
C -1.1957 1.3583 -2.1934 0.0023
N -0.3599 0.3532 -2.4880 -0.0119
H 3.3509 -1.0104 -2.6741 -0.0005
H 3.4681 0.4896 -4.4680 -0.0002
H 1.9733 1.1696 -3.8334 0.0022
H 2.3985 -1.6266 -5.0403 -0.0003
H 1.4634 -0.3011 -5.7219 0.0005
H 0.8764 -1.7525 -3.0859 0.0014
H 0.0512 -2.0873 -4.6031 0.0000
H -1.2644 -0.1565 -5.6693 -0.0001
H -2.8020 1.7286 -5.1259 0.0000
H -2.7477 2.6810 -2.8166 -0.0001
H -1.1110 1.7736 -1.2048 0.0013
O 2.6746 -2.2299 1.4242 0.1456
C 1.6457 -2.5685 0.8313 0.0138
O 1.4145 -2.4562 -0.4233 0.0063
C 0.4842 -3.0016 1.6522 0.0211
C 0.4882 -4.1225 2.4674 0.0009
C -0.6361 -4.4178 3.2218 0.0013
C -1.7515 -3.5894 3.1712 -0.0025
C -1.7509 -2.4688 2.3590 0.0028
C -0.6266 -2.1707 1.5895 -0.0065
P -0.6695 -0.6498 0.5885 0.0288
C -2.2078 -0.8875 -0.3409 -0.0053
C -2.1375 -1.8001 -1.3969 -0.0091
C -3.2502 -2.0427 -2.1818 0.0008
C -4.4373 -1.3617 -1.9296 -0.0001
C -4.5130 -0.4640 -0.8772 0.0002
C -3.4013 -0.2251 -0.0781 -0.0008
C -0.8848 0.6707 1.8024 0.0021
C -0.3415 0.4967 3.0760 0.0003
C -0.4075 1.5211 4.0095 -0.0008
C -1.0023 2.7282 3.6767 -0.0007
C -1.5176 2.9196 2.4006 0.0011
C -1.4406 1.9056 1.4609 0.0003
H 1.3638 -4.7571 2.5028 -0.0010
H -0.6430 -5.2976 3.8514 -0.0001
H -2.6237 -3.8167 3.7695 -0.0001
H -2.6199 -1.8223 2.3182 0.0003
H -1.2039 -2.3192 -1.5901 -0.0026
H -3.1984 -2.7632 -2.9881 0.0001
H -5.3039 -1.5356 -2.5543 -0.0001
H -5.4422 0.0509 -0.6703 0.0000
H -3.4736 0.4722 0.7462 -0.0002
H 0.1263 -0.4431 3.3429 0.0000
H 0.0018 1.3711 4.9998 0.0003
H -1.0535 3.5251 4.4070 0.0001
H -1.9827 3.8604 2.1364 -0.0001
H -1.8212 2.0762 0.4664 0.0008
S 3.3120 -0.3694 0.1450 0.6806
C 3.1631 0.9601 1.2226 -0.0138
C 4.0186 1.0608 2.3238 0.0952
C 3.9410 2.1502 3.1719 -0.0223
C 4.8399 2.2516 4.2883 0.0047
N 5.5717 2.3180 5.1706 -0.0152
C 2.9834 3.1512 2.9216 0.0545
C 2.1439 3.0520 1.8245 -0.0070
C 2.2341 1.9658 0.9592 0.0052
S 1.2311 1.9641 -0.4619 0.0111
C 2.8689 4.2862 3.7952 -0.0079
N 2.7557 5.1994 4.4823 0.0328
H 4.7431 0.2798 2.5139 -0.0027
H 1.4152 3.8282 1.6302 -0.0003
```

Output
Net charge: +1
Relative energy (zero: lowest compared OMol25 entry of this formula, charge and spin) in kcal/mol: 4.84
Orbital gap (spin up / spin down) in eV: 7.23 / 6.04
Multiplicity: 2

***

Record 4
Below is C35H27N6O2PdSe as an isolated structure, with properties calculated with ωB97M-V with the def2-TZVPD basis set.

Structure (XYZ):
```
72
Properties=species:S:1:pos:R:3:mulliken_charge:R:1
Pd 0.2430 0.0268 1.7046 0.5045
C 2.3451 -1.9563 4.9378 -0.9612
C 2.0265 -1.0922 3.8819 -0.4616
N 0.9053 -1.2074 3.1913 0.1659
C 0.0139 -2.1704 3.5505 -0.0766
C 0.2616 -3.0879 4.5720 0.9209
C 1.4747 -2.9630 5.2725 -0.5025
C -0.7254 -4.0921 4.8617 -0.8994
C -1.8869 -4.1464 4.1713 -0.9380
C -2.1805 -3.1891 3.1423 1.0900
C -3.3832 -3.1728 2.4084 -0.6504
C -3.5849 -2.2013 1.4606 -0.9988
C -2.5926 -1.2336 1.2488 -0.0464
N -1.4608 -1.2358 1.9204 0.0066
C -1.2415 -2.2019 2.8472 0.0382
H 3.2741 -1.8164 5.4712 0.4395
H 2.6988 -0.3041 3.5742 0.6970
H 1.7001 -3.6478 6.0797 0.4544
H -0.5195 -4.8017 5.6516 0.4150
H -2.6261 -4.9039 4.3949 0.4082
H -4.1386 -3.9228 2.6035 0.4403
H -4.4970 -2.1584 0.8842 0.4612
H -2.7240 -0.4328 0.5320 0.3442
O -1.4542 2.3236 2.3260 -0.6823
C -1.2391 2.3558 1.1266 -0.2052
N -1.5475 3.3389 0.2459 -0.0502
C -1.1958 2.9814 -1.1222 3.7195
C -0.5570 1.6013 -0.8792 -1.2482
O -0.0870 0.9011 -1.7746 -1.0429
N -0.5961 1.3211 0.4263 0.7516
C -2.4397 2.8979 -1.9974 -0.2572
C -3.1649 1.7171 -2.1138 -0.1022
C -4.3458 1.6844 -2.8392 -0.9705
C -4.8179 2.8366 -3.4501 -0.4775
C -4.1007 4.0176 -3.3372 -0.9007
C -2.9156 4.0475 -2.6187 -0.1907
C -0.1130 3.8800 -1.7125 -0.6036
C 0.5323 4.8339 -0.9391 -0.4690
C 1.5370 5.6184 -1.4925 -0.9079
C 1.9067 5.4453 -2.8152 -0.4129
C 1.2688 4.4833 -3.5892 -0.9409
C 0.2642 3.7045 -3.0423 -0.1166
H -2.1724 4.0905 0.4833 0.2564
H -2.7952 0.8071 -1.6560 0.2459
H -4.8957 0.7573 -2.9342 0.4220
H -5.7380 2.8124 -4.0179 0.4107
H -4.4604 4.9186 -3.8152 0.4142
H -2.3505 4.9687 -2.5493 0.4482
H 0.2527 4.9676 0.0974 0.4283
H 2.0290 6.3657 -0.8845 0.4332
H 2.6872 6.0584 -3.2455 0.4205
H 1.5539 4.3433 -4.6234 0.4234
H -0.2327 2.9566 -3.6462 0.4971
C 4.4081 -1.9560 0.9602 -0.6976
N 3.3700 -1.7885 -0.0393 0.2912
C 2.5379 -0.7369 -0.1437 -0.0735
Se 2.4784 0.7702 1.0088 -0.2855
N 1.7646 -0.8953 -1.2170 0.3714
C 2.0708 -2.0981 -1.8253 0.4069
C 1.5581 -2.7145 -2.9615 -0.5238
C 2.1168 -3.9254 -3.3132 -0.6072
C 3.1567 -4.5011 -2.5678 -0.5783
C 3.6731 -3.8860 -1.4451 -0.9530
C 3.1017 -2.6706 -1.0841 0.8071
H 4.0206 -1.6790 1.9375 0.1695
H 5.2709 -1.3336 0.7267 0.3018
H 4.7096 -2.9996 0.9739 0.3124
H 0.9930 -0.2336 -1.4768 0.2401
H 0.7672 -2.2586 -3.5396 0.5050
H 1.7524 -4.4403 -4.1910 0.4065
H 3.5697 -5.4477 -2.8871 0.3993
H 4.4858 -4.3299 -0.8882 0.3640
```

Output
Net charge: +1
Relative energy (zero: lowest compared OMol25 entry of this formula, charge and spin) in kcal/mol: 7.35
Orbital gap in eV: 7.42